[1]
Molecular formula: C4H12O
Method: DFT, ωB97M-V with the def2-TZVPD basis set

Each line ends with the Mulliken charge.
CARTESIAN COORDINATES (ANGSTROEM)
C: 0.3379 1.6797 0.7978  -0.45
C: 1.6591 0.9081 1.0432  -0.24
O: 2.4394 0.5255 -0.0947  -0.53
H: -0.5268 1.0907 0.6429  -0.07
H: 0.2929 2.2217 -0.1941  0.27
H: 0.0288 2.3884 1.8122  0.25
H: 2.3911 1.3903 1.7281  0.38
H: 1.3776 -0.1523 1.3574  0.13
H: 3.2185 0.9875 -0.3250  0.28
C: -1.7675 -1.9266 -1.2014  -0.95
C: -1.0131 -0.9147 -0.3948  -0.76
H: -1.9605 -1.4559 -2.1780  0.24
H: -1.2029 -2.8452 -1.5522  0.30
H: -2.7639 -2.0504 -0.7081  0.26
H: -1.7482 -0.2169 0.0690  0.22
H: -0.4931 -0.3666 -1.0971  0.39
H: -0.2692 -1.2633 0.2947  0.28

max |F|	0.0731	hartree/bohr
structure (SMILES)	CCO.CC
energy above the lowest of the compared OMol25 structures with the same formula, charge and spin	47.3	kcal/mol
charge	0
LUMO level	0.991	eV
gap between HOMO and LUMO	11.19	eV

[2]
Molecular formula: C4H12O2
Method: DFT, ωB97M-V with the def2-TZVPD basis set

Each line ends with the Mulliken charge.
CARTESIAN COORDINATES (ANGSTROEM)
C: 0.7058 0.6746 -0.1168  -1.79
C: -0.1828 -0.4659 0.2101  0.66
C: -0.2351 -1.6854 -0.4022  -0.91
C: -1.0299 -0.0210 1.3186  -1.85
H: 0.2353 1.4238 -0.7247  0.33
H: 1.6195 0.6711 -0.9327  0.26
H: 1.2863 1.0464 0.6933  0.64
H: -0.9078 -2.4488 0.0607  0.08
H: 0.3423 -2.1869 -1.0981  0.53
H: -2.0526 -0.3587 1.2166  0.38
H: -1.0822 1.0188 1.5240  0.39
H: -0.5220 -0.1807 2.2273  0.67
H: -2.6319 0.3707 -0.9030  0.36
H: -2.9084 1.6419 -1.6328  0.38
O: -2.9312 0.6827 -1.8411  -0.94
H: 2.7106 -0.2463 0.2799  0.40
H: 3.9447 0.0815 -0.3951  0.38
O: 3.6394 -0.0178 0.5162  -0.98

max |F|	0.0870	hartree/bohr
energy above the lowest of the compared OMol25 structures with the same formula, charge and spin	57.5	kcal/mol
charge	-1
LUMO level (spin up / spin down)	3.819 / 3.677	eV
gap between HOMO and LUMO (spin up / spin down)	2.49 / 7.68	eV
multiplicity	2

[3]
Molecular formula: C4H12O2
Method: DFT, ωB97M-V with the def2-TZVPD basis set

Each line ends with the Mulliken charge.
CARTESIAN COORDINATES (ANGSTROEM)
C: -0.9375 0.4839 -0.7783  -1.10
C: 0.1187 1.0008 0.2056  -0.29
C: 0.7062 -0.0861 1.0647  0.33
C: 1.8783 0.3990 1.9345  -1.39
O: 1.1817 -1.1345 0.1476  -0.55
H: -0.4066 -0.0839 -1.5609  0.20
H: -1.5135 1.2921 -1.2596  0.39
H: -1.6419 -0.1945 -0.2682  0.26
H: 1.0228 1.4769 -0.2202  0.29
H: -0.3933 1.7537 0.8352  0.29
H: -0.0286 -0.4542 1.8094  0.21
H: 2.6254 0.9132 1.3068  0.35
H: 2.3620 -0.4648 2.4207  0.34
H: 1.5360 1.0969 2.7170  0.35
H: 0.3680 -1.5782 -0.1708  0.33
O: -2.5574 -1.1859 -2.8182  -0.65
H: -1.6523 -1.3074 -3.1849  0.33
H: -2.6680 -1.9269 -2.1803  0.32

max |F|	0.0281	hartree/bohr
structure (SMILES)	CC[C@H](C)O.O
energy above the lowest of the compared OMol25 structures with the same formula, charge and spin	6.7	kcal/mol
charge	0
LUMO level	0.548	eV
gap between HOMO and LUMO	10.87	eV

[4]
Molecular formula: C4H12O2
Method: DFT, ωB97M-V with the def2-TZVPD basis set

Each line ends with the Mulliken charge.
CARTESIAN COORDINATES (ANGSTROEM)
C: -0.4048 0.3216 2.7900  -0.92
C: 0.0190 -0.5661 1.5991  -0.29
O: -0.0190 0.1859 0.3782  -0.32
C: -1.3580 0.2450 -0.1455  -0.15
C: -1.3829 1.2248 -1.3274  -1.12
H: 0.4012 1.0675 2.8932  0.24
H: -0.5142 -0.2130 3.7486  0.33
H: -1.3479 0.8506 2.5726  0.27
H: 1.0573 -0.9055 1.7786  0.27
H: -0.6273 -1.4642 1.5635  0.29
H: -1.7247 -0.7624 -0.4215  0.30
H: -2.0312 0.6456 0.6367  0.20
H: -0.4561 1.1559 -1.9214  0.29
H: -1.4737 2.2515 -0.9348  0.26
H: -2.2414 1.0245 -1.9904  0.34
O: 4.3652 -1.9129 -3.7134  -0.65
H: 3.6933 -1.9118 -4.4323  0.32
H: 4.0453 -1.2369 -3.0739  0.33

max |F|	0.0239	hartree/bohr
structure (SMILES)	CCOCC.O
energy above the lowest of the compared OMol25 structures with the same formula, charge and spin	14.1	kcal/mol
charge	0
LUMO level	0.774	eV
gap between HOMO and LUMO	10.62	eV

[5]
Molecular formula: C4H12O2
Method: DFT, ωB97M-V with the def2-TZVPD basis set

Each line ends with the Mulliken charge.
CARTESIAN COORDINATES (ANGSTROEM)
C: -2.6545 0.5028 1.6952  -1.27
C: -1.0170 0.4153 1.6752  -0.59
C: -0.5232 -0.4293 0.4701  0.24
C: 0.6698 0.2682 -0.2818  -0.97
O: -0.0147 -1.6450 1.0975  -0.55
H: -2.8190 1.0721 0.7693  0.34
H: -3.3166 -0.2346 1.3737  0.42
H: -2.9791 1.0381 2.5726  0.31
H: -0.8382 -0.1546 2.6281  0.28
H: -0.4496 1.3895 1.9438  0.33
H: -1.2553 -0.6483 -0.2745  0.43
H: 1.3135 -0.6133 -0.5903  0.24
H: 1.0407 0.9783 0.5582  0.26
H: 0.4878 0.5721 -1.4803  0.23
H: -0.4637 -2.3641 0.6724  0.30
O: 4.6586 -0.0128 -4.4964  -0.65
H: 4.4635 0.1595 -3.5481  0.32
H: 3.6971 -0.2940 -4.7846  0.33

max |F|	0.0903	hartree/bohr
structure (SMILES)	CC[C@@H](C)O.O
energy above the lowest of the compared OMol25 structures with the same formula, charge and spin	58.8	kcal/mol
charge	0
LUMO level	0.541	eV
gap between HOMO and LUMO	10.59	eV

[6]
Molecular formula: C4H12O2
Method: DFT, ωB97M-V with the def2-TZVPD basis set

Each line ends with the Mulliken charge.
CARTESIAN COORDINATES (ANGSTROEM)
C: -0.6121 0.5454 1.3888  -0.28
O: 0.3455 0.7068 2.4200  -0.21
C: -0.1830 -0.7357 0.4556  -0.91
C: -1.1840 -0.6413 -0.7949  -0.31
C: -0.7586 -1.5500 -1.8649  -1.32
H: -0.5388 1.4552 0.7575  0.36
H: -1.5991 0.2815 1.7818  0.36
H: 0.9611 0.0835 1.9825  0.42
H: 0.7574 -1.0447 -0.0466  0.56
H: -0.3596 -1.6602 1.0959  0.49
H: -2.1680 -0.8351 -0.2818  0.36
H: -1.2210 0.4020 -1.1345  0.37
H: -0.7512 -2.5953 -1.5132  0.37
H: -1.5455 -1.5168 -2.6202  0.36
H: 0.2302 -1.3275 -2.2689  0.37
H: 1.9383 2.0375 -1.9315  0.35
H: 1.0961 1.3628 -1.0524  0.25
O: 2.0599 1.4853 -1.1416  -0.58

max |F|	0.0547	hartree/bohr
energy above the lowest of the compared OMol25 structures with the same formula, charge and spin	58.4	kcal/mol
charge	+1
LUMO level (spin up / spin down)	-3.302 / -10.283	eV
gap between HOMO and LUMO (spin up / spin down)	12.15 / 5.16	eV
multiplicity	2